No. 1
DFT (ωB97M-V/def2-TZVPD) results for one molecule with the formula C4H4O2.

Values from the calculation:
SMILES	C#C[C@@H](O)C=O
calculated total energy	-305.2056	hartree
energy relative to the best compared isomer or geometry (same formula, charge and spin)	46.36	kcal/mol
frontier orbital gap	11.03	eV

Atoms and positions in Å:
1 C 2.10445 -0.45674 -0.39668
2 C 1.12106 0.01021 0.11784
3 C -0.22210 0.38534 0.60689
4 O -0.61971 1.68499 0.30589
5 C -1.10319 -0.63112 -0.12181
6 O -1.87345 -0.27526 -0.97885
7 H 2.97613 -0.86610 -0.85716
8 H -0.28670 0.22813 1.69268
9 H -1.16229 1.61362 -0.49902
10 H -0.93420 -1.69308 0.13023

No. 2
DFT (ωB97M-V/def2-TZVPD) results for one molecule with the formula C4H4O2.

Values from the calculation:
SMILES	C[C@]12O[C@H]1C2=O
calculated total energy	-305.1302	hartree
energy relative to the best compared isomer or geometry (same formula, charge and spin)	93.66	kcal/mol
frontier orbital gap (spin up / spin down)	7.67 / 7.83	eV

Atoms and positions in Å:
1 C -1.34709 -0.19758 0.36702
2 C 0.04626 0.34241 0.55033
3 O 0.23088 1.47006 -0.39309
4 C 1.32902 0.58478 -0.81533
5 C 1.37085 -0.31230 0.36253
6 O 2.02556 -1.26975 0.75955
7 H -1.47468 -0.42060 -0.72085
8 H -2.10433 0.61161 0.69347
9 H -1.43408 -1.10670 1.04680
10 H 1.35759 0.29807 -1.85042

No. 3
DFT (ωB97M-V/def2-TZVPD) results for one molecule with the formula C4H4O2.

Values from the calculation:
SMILES	C#CCOC=O
calculated total energy	-305.2151	hartree
energy relative to the best compared isomer or geometry (same formula, charge and spin)	40.39	kcal/mol
frontier orbital gap	11.17	eV

Atoms and positions in Å:
1 C -0.17557 1.62826 -1.30558
2 C 0.06414 0.49311 -0.98869
3 C 0.31627 -0.87623 -0.52677
4 O 0.28075 -1.04777 0.89469
5 C -0.47464 -0.22058 1.64784
6 O -0.57386 -0.36325 2.83180
7 H -0.39604 2.64217 -1.55446
8 H 1.31599 -1.19473 -0.83198
9 H -0.40421 -1.56358 -0.98368
10 H -0.95837 0.57769 1.06630

No. 4
DFT (ωB97M-V/def2-TZVPD) results for one molecule with the formula C4H4O2.

Values from the calculation:
calculated total energy	-305.1174	hartree
energy relative to the best compared isomer or geometry (same formula, charge and spin)	101.67	kcal/mol
frontier orbital gap	8.55	eV

Atoms and positions in Å:
1 C -1.20446 -0.24182 -0.63873
2 C -0.41227 1.20944 -0.21487
3 C -2.34763 -0.45623 -0.05135
4 C 1.68524 0.16709 0.42831
5 O -3.38470 -0.60253 0.47130
6 O 0.77298 1.24029 0.15032
7 H -0.84077 -0.85595 -1.50276
8 H 1.96899 -0.14971 -0.55909
9 H 1.26292 -0.69458 0.92739
10 H 2.49970 0.38399 0.98949

No. 5
DFT (ωB97M-V/def2-TZVPD) results for one molecule with the formula C4H4O2.

Values from the calculation:
SMILES	CC(=C=O)C=O
calculated total energy	-305.2409	hartree
energy relative to the best compared isomer or geometry (same formula, charge and spin)	24.21	kcal/mol
frontier orbital gap	10.02	eV

Atoms and positions in Å:
1 C -0.69881 1.10597 0.13949
2 C 0.32399 -0.03318 -0.03251
3 C 1.61522 0.00326 0.14333
4 O 2.74701 0.01059 0.31633
5 C -0.28529 -1.35348 -0.25833
6 O -1.49654 -1.44434 -0.41976
7 H -1.54012 0.68047 -0.46847
8 H -0.10901 2.05487 -0.26926
9 H -0.93120 1.09820 1.25101
10 H 0.37473 -2.12237 -0.40183

No. 6
DFT (ωB97M-V/def2-TZVPD) results for one molecule with the formula C4H4O2.

Values from the calculation:
multiplicity	3
calculated total energy	-305.1064	hartree
energy relative to the best compared isomer or geometry (same formula, charge and spin)	37.51	kcal/mol
frontier orbital gap (spin up / spin down)	8.89 / 7.37	eV

Atoms and positions in Å:
1 C 1.56311 -0.07841 0.04898
2 C -1.12068 -0.68040 -0.60445
3 C -1.00201 0.37190 0.20913
4 C 0.34382 0.61689 0.68313
5 O 2.25168 -0.98694 0.34774
6 O 1.62702 0.92024 -0.74228
7 H -2.09340 -1.12488 -0.91555
8 H -0.28488 -1.28406 -0.85943
9 H -1.78028 0.87212 0.53990
10 H 0.49560 1.37353 1.29284

No. 7
DFT (ωB97M-V/def2-TZVPD) results for one molecule with the formula C4H4O3.

Values from the calculation:
calculated total energy	-380.4085	hartree
energy relative to the best compared isomer or geometry (same formula, charge and spin)	86.96	kcal/mol
frontier orbital gap	9.22	eV

Atoms and positions in Å:
1 C -1.72440 0.24159 -0.53857
2 C -0.69190 -0.82224 -0.28926
3 O -0.86363 -2.01747 -0.38732
4 C 0.69129 -0.35105 0.04825
5 O 1.00013 -0.25384 1.28229
6 C 2.21579 0.42753 0.59253
7 O 2.34289 1.61034 0.63900
8 H -1.90215 0.79992 0.38843
9 H -2.65270 -0.22407 -0.87609
10 H -1.36295 0.95234 -1.29046
11 H 2.94763 -0.36305 0.43120

No. 8
DFT (ωB97M-V/def2-TZVPD) results for one molecule with the formula C4H4O3.

Values from the calculation:
SMILES	O=C/C(O)=C1/CO1
calculated total energy	-380.4137	hartree
energy relative to the best compared isomer or geometry (same formula, charge and spin)	83.68	kcal/mol
frontier orbital gap	9.36	eV

Atoms and positions in Å:
1 O 3.24287 0.77275 -0.01968
2 C 2.04767 0.81899 -0.03591
3 C 1.09985 -0.21427 0.13522
4 O 1.47343 -1.53009 0.27265
5 C -0.24699 0.24860 0.04552
6 C -1.63156 -0.04349 -0.18688
7 O -1.06468 1.28237 -0.07737
8 H 1.49200 1.83540 -0.21264
9 H 2.28641 -1.63695 0.66742
10 H -1.98437 -0.30503 -1.28597
11 H -2.45181 -0.35987 0.52457

No. 9
DFT (ωB97M-V/def2-TZVPD) results for one molecule with the formula C4H4O3.

Values from the calculation:
calculated total energy	-380.4299	hartree
energy relative to the best compared isomer or geometry (same formula, charge and spin)	73.50	kcal/mol
frontier orbital gap	8.61	eV

Atoms and positions in Å:
1 C 0.83035 -0.49599 1.62697
2 C 0.65246 0.09033 0.25807
3 O 1.54647 0.45828 -0.47397
4 C -0.78805 0.20076 -0.25993
5 O -1.75038 -0.15411 0.39342
6 C -0.92630 0.95507 -1.53059
7 O -1.00017 0.16239 -2.55890
8 H 0.29703 0.12115 2.35775
9 H 1.89126 -0.55107 1.87655
10 H 0.37427 -1.49044 1.66680
11 H -1.12694 0.70364 -3.35617

No. 10
DFT (ωB97M-V/def2-TZVPD) results for one molecule with the formula C4H4O3.

Values from the calculation:
SMILES	CC(=O)C(=O)C=O
calculated total energy	-380.4996	hartree
energy relative to the best compared isomer or geometry (same formula, charge and spin)	29.73	kcal/mol
frontier orbital gap	9.12	eV

Atoms and positions in Å:
1 C -1.65014 0.23566 -0.46461
2 C -0.37020 -0.53837 -0.39433
3 O -0.04447 -1.45620 -1.11544
4 C 0.59303 -0.18058 0.74158
5 O 0.26108 -0.16386 1.90476
6 C 2.02927 0.14840 0.35570
7 O 2.24630 0.87804 -0.58548
8 H -2.05417 0.36988 0.54281
9 H -2.38327 -0.26728 -1.09313
10 H -1.45926 1.23125 -0.88688
11 H 2.83182 -0.25695 0.99501